# 1
C31H41N6OPPdS as an isolated structure, computed with ωB97M-V/def2-TZVPD.

* <S²>: 0.762
* LUMO (spin up / spin down): 1.9 / 1.9 eV
* multiplicity: 2
* net charge: -1
* HOMO level (spin up / spin down): -1.91 / -2.79 eV

Geometry as XYZ:
```
82
C31H41N6OPPdS ωB97M-V/def2-TZVPD
Pd 0.139 0.168 -0.253
O 3.451 -0.453 -0.153
N 3.703 0.679 0.428
C 4.618 0.671 1.430
C 5.040 1.815 2.057
C 4.488 3.032 1.663
C 3.509 3.022 0.703
C 3.055 1.846 0.084
S 1.758 1.868 -1.057
H 4.983 -0.315 1.669
H 5.768 1.741 2.851
H 4.799 3.960 2.125
H 3.019 3.936 0.396
C -3.775 -1.506 0.471
C -3.828 -0.650 -0.763
C -4.666 -0.991 -1.817
C -4.681 -0.259 -2.998
C -3.816 0.820 -3.128
C -2.960 1.185 -2.101
C -1.930 2.268 -2.277
C -2.985 0.473 -0.885
N -2.091 0.822 0.106
C -2.472 1.168 1.333
C -3.892 1.580 1.653
C -1.509 1.193 2.367
C -1.941 1.668 3.739
N -0.290 0.741 2.128
C 0.739 0.828 3.054
C 1.302 2.065 3.412
C 0.799 3.324 2.766
C 2.347 2.100 4.325
C 2.865 0.934 4.873
C 2.341 -0.286 4.472
C 1.293 -0.358 3.566
C 0.735 -1.673 3.108
H -4.084 -2.526 0.236
H -4.435 -1.133 1.257
H -2.761 -1.523 0.874
H -5.308 -1.862 -1.715
H -5.344 -0.534 -3.809
H -3.794 1.386 -4.056
H -2.085 2.816 -3.209
H -0.942 1.792 -2.286
H -1.916 2.960 -1.435
H -4.521 1.517 0.766
H -3.928 2.610 2.020
H -4.341 0.954 2.429
H -2.762 1.059 4.129
H -2.298 2.702 3.721
H -1.110 1.608 4.441
H 0.640 3.160 1.697
H 1.521 4.132 2.899
H -0.155 3.648 3.189
H 2.778 3.060 4.587
H 3.685 0.975 5.579
H 2.754 -1.209 4.870
H 1.279 -2.504 3.566
H 0.801 -1.747 2.020
H -0.323 -1.761 3.360
C 2.121 -3.277 -3.628
N 1.740 -1.840 -3.956
C 0.429 -1.839 -4.712
N -0.582 -2.517 -4.005
C -0.151 -3.873 -3.690
N 1.067 -3.932 -2.909
C 0.862 -3.358 -1.544
P 0.303 -1.560 -1.460
C 1.621 -1.019 -2.686
C -1.010 -1.805 -2.796
H 3.038 -3.230 -3.040
H 2.301 -3.786 -4.581
H 2.460 -1.420 -4.544
H 0.621 -2.329 -5.673
H 0.166 -0.791 -4.864
H 0.014 -4.414 -4.631
H -0.945 -4.368 -3.132
H 1.790 -3.463 -0.976
H 0.114 -3.981 -1.047
H 2.586 -1.033 -2.169
H 1.443 0.013 -2.981
H -1.389 -0.817 -3.069
H -1.860 -2.354 -2.385
```

# 2
An isolated ion of composition C5H11N3 and charge +2, computed with ωB97M-V/def2-TZVPD.

* LUMO (spin up / spin down): -12.0 / -11.8 eV
* net charge: +2
* HOMO level (spin up / spin down): -18.69 / -18.99 eV

Geometry as XYZ:
```
19
C5H11N3 ωB97M-V/def2-TZVPD
C -1.276 1.416 0.400
C -1.516 0.818 -0.785
C -0.395 0.683 1.381
C 0.711 0.169 -1.357
C 1.043 -1.288 0.604
N 1.548 -0.658 -0.556
N -0.676 -0.165 -1.200
N -0.157 -0.701 1.052
H -1.790 2.302 0.742
H -2.441 1.012 -1.324
H 0.558 1.229 1.425
H -0.871 0.758 2.366
H 0.854 1.243 -1.136
H 1.004 0.040 -2.413
H 0.895 -2.379 0.468
H 1.844 -1.240 1.377
H 2.456 -0.941 -0.902
H -1.041 -0.962 -1.718
H -0.750 -1.337 1.577
```

# 3
A 15-piece molecular cluster, C8H46O15 overall, computed with ωB97M-V/def2-TZVPD.

* LUMO: -0.1 eV
* net charge: 0
* HOMO level: -9.37 eV

Geometry as XYZ:
```
69
C8H46O15 ωB97M-V/def2-TZVPD
C 2.049 1.638 -3.561
O 2.226 2.459 -2.416
H 1.295 0.887 -3.325
H 1.822 2.299 -4.398
H 3.012 1.209 -3.836
H 3.088 2.863 -2.539
C -0.892 -1.248 3.561
O -1.339 -2.559 3.538
H -0.218 -1.221 2.705
H -1.602 -0.441 3.378
H -0.243 -1.044 4.412
H -0.620 -3.147 3.778
C -3.746 -0.411 1.646
O -3.676 -1.751 2.210
H -2.956 -0.306 0.903
H -4.735 -0.245 1.217
H -3.641 0.321 2.446
H -2.802 -1.869 2.588
C 1.961 -2.867 -2.336
O 2.773 -1.743 -2.617
H 2.138 -3.171 -1.304
H 0.913 -2.575 -2.399
H 2.156 -3.742 -2.958
H 2.647 -1.620 -3.561
C -3.964 -0.662 -3.031
O -3.341 -0.711 -1.726
H -3.296 -0.149 -3.723
H -4.186 -1.665 -3.396
H -4.898 -0.100 -2.997
H -2.611 -1.334 -1.765
C -1.330 -3.150 -0.209
O -1.622 -2.867 -1.512
H -0.258 -3.219 -0.024
H -1.713 -2.369 0.448
H -1.816 -4.086 0.064
H -1.375 -3.626 -2.045
C 4.285 2.232 1.548
O 3.880 2.123 0.133
H 4.630 3.261 1.653
H 3.442 2.047 2.214
H 5.010 1.509 1.922
H 3.462 1.295 -0.116
C 0.040 0.283 -0.427
O 0.887 0.107 0.706
H 0.078 -0.432 -1.249
H -0.982 0.210 -0.057
H 0.085 1.322 -0.754
H 0.859 0.893 1.256
O -3.594 1.835 -1.183
H -4.204 2.067 -1.883
H -3.483 0.888 -1.266
O -1.897 3.206 0.410
H -1.115 3.340 -0.126
H -2.520 2.776 -0.176
O 0.320 3.884 -1.118
H 0.842 4.215 -0.387
H 0.928 3.340 -1.620
O 3.192 -2.497 2.054
H 2.914 -1.815 1.442
H 3.040 -3.317 1.585
O 1.518 1.342 4.268
H 0.998 1.446 3.471
H 0.925 1.593 4.976
O 3.333 -0.524 -0.231
H 3.298 -1.058 -1.025
H 2.417 -0.410 0.023
O -0.239 2.204 2.195
H -0.952 2.251 1.559
H -0.594 2.610 2.985
```

# 4
An isolated ion of composition CH2N3O3 and charge -1, computed with ωB97M-V/def2-TZVPD.

* LUMO (spin up / spin down): 4.2 / 4.2 eV
* net charge: -1
* HOMO level (spin up / spin down): -3.23 / -2.63 eV

Geometry as XYZ:
```
9
CH2N3O3 ωB97M-V/def2-TZVPD
C -0.470 -0.031 0.745
N -1.251 -0.130 -0.269
N 0.908 0.016 -1.169
N -0.332 -0.363 1.995
O -0.719 -1.379 2.742
O -0.463 -0.188 -1.364
O 1.231 0.478 -2.464
H 0.288 0.316 2.493
H 0.809 1.282 -2.710
```

# 5
C35H42Cl2N2O3PdSb as an isolated structure, computed with ωB97M-V/def2-TZVPD.

* <S²>: 2.043
* LUMO (spin up / spin down): 2.2 / 2.2 eV
* multiplicity: 3
* net charge: -1
* HOMO level (spin up / spin down): -3.19 / -3.60 eV

Geometry as XYZ:
```
86
C35H42Cl2N2O3PdSb ωB97M-V/def2-TZVPD
O 1.256 -0.596 -3.971
C 0.300 -0.060 -4.525
C 0.127 1.394 -4.790
C 0.550 2.308 -3.811
H 0.828 1.969 -2.802
C 0.629 3.662 -4.112
H 0.937 4.376 -3.343
C 0.323 4.080 -5.417
H 0.474 5.112 -5.728
C -0.205 3.186 -6.364
H -0.545 3.513 -7.352
C -0.305 1.834 -6.056
H -0.694 1.099 -6.768
H -0.630 -0.644 -4.728
C -2.542 -1.012 -1.652
C -2.649 0.404 -1.186
H -3.241 -1.167 -2.495
H -2.805 -1.674 -0.815
H -1.497 -1.240 -1.929
C -3.042 1.534 -1.831
C -4.446 2.054 -2.025
H -2.248 2.035 -2.404
H -4.647 1.970 -3.100
H -4.519 3.125 -1.812
H -5.204 1.524 -1.431
Pd -1.300 1.281 -0.098
Cl 1.054 1.674 -0.410
Cl -3.192 1.757 1.261
H 4.674 1.647 -3.578
H 5.451 1.397 -1.021
C 3.676 1.530 -3.135
C 4.398 1.181 -0.801
N 3.737 0.665 -1.977
H 2.999 1.101 -3.878
C 3.403 -0.641 -2.037
O 3.191 -1.358 -1.047
H 4.330 0.440 -0.005
H 3.299 -1.026 -3.068
H 3.307 2.518 -2.839
H 3.916 2.110 -0.492
H -0.350 -5.061 0.506
H 1.544 -4.997 -1.716
C -0.895 -4.510 -0.284
C 0.780 -4.311 -2.126
N 0.019 -3.668 -1.058
H -1.682 -3.896 0.183
C 0.392 -2.463 -0.579
O -0.027 -2.008 0.509
H 1.267 -3.528 -2.719
H 1.079 -1.913 -1.249
H -1.344 -5.233 -0.980
H 0.083 -4.888 -2.750
C -0.651 3.931 5.184
C 0.250 3.900 4.113
C 0.227 2.822 3.210
C -0.648 1.771 3.448
C -1.612 1.825 4.453
C -1.591 2.906 5.345
Sb -0.632 0.078 2.036
C 1.288 -0.526 2.949
C 2.382 -0.821 2.151
C 3.603 -1.140 2.764
C 3.697 -1.155 4.163
C 2.583 -0.844 4.955
C 1.365 -0.523 4.340
C -1.894 -1.529 2.727
C -1.318 -2.744 3.116
C -2.138 -3.813 3.516
C -3.534 -3.654 3.530
C -4.104 -2.435 3.137
C -3.280 -1.379 2.716
H -0.632 4.766 5.885
H 0.961 4.716 3.972
H 0.861 2.823 2.317
H -2.389 1.061 4.524
H -2.316 2.944 6.159
H 2.300 -0.803 1.064
H 4.463 -1.381 2.137
H 4.644 -1.415 4.639
H 2.646 -0.849 6.045
H 0.496 -0.262 4.947
H -0.233 -2.855 3.103
H -1.701 -4.774 3.813
H -4.181 -4.475 3.850
H -5.194 -2.306 3.152
H -3.734 -0.446 2.373
```

# 6
A single C4H4F3N2P molecule, computed with ωB97M-V/def2-TZVPD.

* LUMO: -0.4 eV
* net charge: 0
* HOMO level: -6.80 eV

Geometry as XYZ:
```
14
C4H4F3N2P ωB97M-V/def2-TZVPD
C -0.060 -0.468 -0.366
C -0.303 -1.466 0.543
C 0.107 0.917 0.083
C 0.713 1.954 -0.835
N -0.468 1.223 1.151
N -0.580 -2.728 0.199
F 0.477 3.226 -0.597
F 2.059 1.768 -0.856
F 0.217 1.778 -2.083
P -1.051 1.695 2.440
H 0.258 -0.557 -1.390
H -0.276 -2.804 -0.811
H -0.615 -3.445 0.901
H -0.478 -1.093 1.620
```

# 7
C33H39NiO5P2 as an isolated structure, computed with ωB97M-V/def2-TZVPD.

* LUMO (spin up / spin down): -4.1 / -4.1 eV
* net charge: +1
* HOMO level (spin up / spin down): -10.84 / -10.84 eV

Geometry as XYZ:
```
80
C33H39NiO5P2 ωB97M-V/def2-TZVPD
Ni -0.036 -0.212 0.102
C 2.306 0.320 -2.355
O 1.981 -0.047 -1.014
C 2.822 -1.042 -0.433
C 2.022 -2.300 -0.188
O 0.904 -1.956 0.634
C 0.169 -3.107 1.073
H 3.294 0.781 -2.393
H 1.555 1.037 -2.678
H 2.284 -0.549 -3.018
H 3.175 -0.655 0.526
H 3.678 -1.257 -1.074
H 2.648 -3.027 0.335
H 1.669 -2.740 -1.128
H 0.845 -3.807 1.565
H -0.320 -3.597 0.229
H -0.581 -2.772 1.784
C 1.236 3.604 0.196
C 0.447 2.680 1.111
C 0.221 3.252 2.494
O 1.080 1.393 1.197
C -0.927 2.453 0.357
O -1.813 3.261 0.508
O -0.897 1.420 -0.424
H 2.224 3.811 0.617
H 0.710 4.548 0.071
H 1.352 3.145 -0.791
H 1.140 3.706 2.868
H -0.081 2.458 3.177
H -0.561 4.006 2.453
H 1.813 1.384 0.569
C -3.458 -2.360 0.028
P -2.268 -0.936 -0.089
C -3.232 0.228 0.922
C -4.051 1.233 0.432
C -4.822 1.980 1.312
C -4.753 1.748 2.675
C -3.895 0.775 3.173
C -3.137 0.016 2.300
C -2.432 -0.585 -1.878
C -1.272 -0.686 -2.647
C -1.310 -0.552 -4.025
C -2.523 -0.320 -4.654
C -3.685 -0.215 -3.903
C -3.643 -0.352 -2.524
P -2.859 -4.116 -0.005
C -4.419 -4.985 -0.425
C -4.280 -6.329 -0.780
C -5.389 -7.101 -1.076
C -6.659 -6.542 -1.012
C -6.806 -5.211 -0.662
C -5.695 -4.435 -0.358
C -2.015 -4.265 -1.632
C -2.523 -3.737 -2.817
C -1.852 -3.944 -4.011
C -0.684 -4.695 -4.040
C -0.192 -5.255 -2.870
C -0.854 -5.036 -1.670
H -4.182 -2.191 -0.769
H -3.970 -2.271 0.986
H -4.057 1.464 -0.624
H -5.467 2.757 0.926
H -5.359 2.330 3.357
H -3.817 0.613 4.240
H -2.463 -0.743 2.689
H -0.326 -0.894 -2.156
H -0.403 -0.630 -4.610
H -2.566 -0.225 -5.731
H -4.629 -0.026 -4.396
H -4.561 -0.273 -1.955
H -3.289 -6.766 -0.826
H -5.263 -8.140 -1.349
H -7.529 -7.147 -1.228
H -7.794 -4.770 -0.621
H -5.847 -3.402 -0.070
H -3.453 -3.182 -2.813
H -2.251 -3.531 -4.929
H -0.166 -4.854 -4.976
H 0.695 -5.875 -2.893
H -0.486 -5.483 -0.753
```

# 8
A single C4H10OS molecule, computed with ωB97M-V/def2-TZVPD.

* LUMO: 0.9 eV
* net charge: 0
* HOMO level: -8.87 eV

Geometry as XYZ:
```
16
C4H10OS ωB97M-V/def2-TZVPD
C -1.299 -0.589 2.170
C -0.071 -0.507 -0.012
C 0.469 0.637 -0.776
C 1.695 0.133 -1.664
H -1.460 -1.733 2.247
H -0.591 -0.044 2.723
H -2.317 -0.151 2.441
H 0.755 -0.766 0.624
H -0.358 -1.341 -0.589
H 0.788 1.351 0.020
H 1.443 -0.896 -2.012
H 1.893 0.776 -2.492
H 2.578 0.081 -0.975
H -1.582 1.791 -0.751
O -1.115 -0.128 0.862
S -0.828 1.387 -1.816
```

# 9
C6H11N2O as an isolated structure, computed with ωB97M-V/def2-TZVPD.

* LUMO: -5.4 eV
* net charge: +1
* HOMO level: -15.32 eV

Geometry as XYZ:
```
20
C6H11N2O ωB97M-V/def2-TZVPD
C 0.842 0.562 0.101
C 1.406 0.967 -1.147
C 2.753 1.584 -1.431
C -1.048 -0.799 2.110
C -1.869 -1.543 -0.153
C -1.483 -0.389 0.675
N 0.546 0.786 -2.042
N -0.371 0.221 0.044
O -0.548 0.250 -1.712
H 1.388 0.567 0.974
H 2.674 2.159 -2.356
H 2.836 2.341 -0.646
H 3.653 0.936 -1.358
H -1.748 -1.580 2.648
H -1.197 0.113 2.719
H 0.095 -1.001 2.120
H -2.805 -2.144 -0.018
H -1.003 -2.288 -0.092
H -2.041 -1.208 -1.131
H -2.081 0.465 0.693
```

# 10
A 2-piece molecular cluster, C5H12NO2 overall, computed with ωB97M-V/def2-TZVPD.

* LUMO: 3.7 eV
* net charge: -1
* HOMO level: -2.53 eV

Geometry as XYZ:
```
20
C5H12NO2 ωB97M-V/def2-TZVPD
N -0.402 0.708 0.587
C -1.411 -0.089 1.408
C -0.633 -1.320 2.114
C 0.599 -1.532 1.155
C 0.819 -0.212 0.370
C 0.807 -0.712 -1.248
O 0.912 0.296 -2.077
H 0.012 1.589 1.030
H -1.898 0.362 2.230
H -2.265 -0.412 0.769
H -0.168 -0.836 2.958
H -1.338 -2.208 2.076
H 1.580 -1.662 1.734
H 0.387 -2.358 0.554
H 1.765 0.226 0.623
H 1.580 -1.363 -1.239
H -0.329 -1.026 -1.231
H -1.013 2.219 -1.153
H -0.099 1.566 -2.290
O -0.471 2.471 -2.043
```

# 11
A single C4H11NO molecule, computed with ωB97M-V/def2-TZVPD.

* LUMO: 1.0 eV
* net charge: 0
* HOMO level: -9.09 eV

Geometry as XYZ:
```
17
C4H11NO ωB97M-V/def2-TZVPD
C -1.567 -0.877 0.412
C -0.247 1.297 -0.164
C 0.980 0.935 0.373
C 1.589 -0.459 -0.138
H -2.320 -0.163 1.003
H -2.245 -1.453 -0.015
H -0.741 -1.320 1.238
H -1.563 -0.018 -1.424
H -1.169 1.827 0.238
H -0.202 1.899 -1.153
H 0.676 0.572 1.491
H 1.672 1.768 0.470
H 2.393 -0.229 -1.101
H 2.399 -0.839 0.532
H 0.339 -1.193 -0.928
N -0.876 -0.126 -0.705
O 0.882 -1.621 -0.130
```

# 12
C32H25BrN5Rh as an isolated structure, computed with ωB97M-V/def2-TZVPD.

* <S²>: 6.108
* LUMO (spin up / spin down): -5.7 / -8.3 eV
* multiplicity: 5
* net charge: +2
* HOMO level (spin up / spin down): -13.60 / -14.75 eV

Geometry as XYZ:
```
64
C32H25BrN5Rh ωB97M-V/def2-TZVPD
Rh -0.241 -0.939 0.162
C 4.898 -3.010 0.656
C 3.423 -3.236 0.780
C 2.900 -4.405 1.335
C 1.531 -4.571 1.465
C 0.721 -3.540 1.039
Br -1.172 -3.571 1.235
N 1.188 -2.421 0.494
C 2.513 -2.276 0.361
H 5.366 -3.800 0.068
H 5.359 -3.030 1.644
H 5.120 -2.053 0.188
H 3.568 -5.190 1.669
H 1.100 -5.468 1.885
H 2.851 -1.363 -0.113
C -0.981 -3.336 -3.304
C -1.925 -2.523 -3.923
C -2.151 -1.220 -3.480
C -1.434 -0.737 -2.405
C -0.557 -1.598 -1.713
C -0.267 -2.866 -2.212
C -1.494 0.648 -1.832
C -2.325 1.743 -2.510
C -2.580 2.955 -1.593
C -2.570 2.675 -0.125
C -2.982 3.634 0.781
C -3.047 3.369 2.145
C -2.733 2.094 2.631
C -2.307 1.126 1.765
C -2.155 1.402 0.376
N -1.606 0.456 -0.404
H -0.794 -4.336 -3.673
H -2.479 -2.898 -4.773
H -2.872 -0.589 -3.985
H 0.480 -3.507 -1.761
H -3.158 1.429 -3.133
H -3.505 3.475 -1.835
H -3.281 4.607 0.411
H -3.375 4.142 2.826
H -2.843 1.872 3.684
H -2.113 0.118 2.109
C -1.345 3.712 -2.256
C -0.247 4.189 -1.374
C 0.620 3.336 -0.800
C 0.593 1.938 -1.113
C -0.169 1.431 -2.282
C -1.045 2.428 -3.055
N 1.101 1.022 -0.322
N 1.811 1.385 0.716
C 1.645 0.704 1.862
C 2.489 1.009 2.947
C 2.273 0.402 4.162
C 1.217 -0.499 4.286
C 0.436 -0.775 3.176
N 0.634 -0.207 1.989
H -1.704 4.517 -2.892
H -0.180 5.252 -1.171
H 1.353 3.661 -0.071
H 0.476 0.807 -2.898
H -0.835 2.535 -4.115
H 3.275 1.733 2.783
H 2.903 0.625 5.012
H 1.001 -0.983 5.228
H -0.377 -1.488 3.253
```

Largest force on an atom for every record listed, in sequence, given in eV/A: 0.8, 1.0, 3.1, 2.3, 3.5, 3.6, 2.5, 3.1, 4.4, 7.0, 9.5, 1.5.
Energy relative to the best compared isomer or geometry (same formula, charge and spin) for every record listed, in sequence, given in kJ/mol: 98.3, 555.6, 0.0, 839.9, 175.2, 0.0, 128.3, 128.2, 543.3, 420.5, 520.7, 78.0.